(1)
Entry from OMol25: a structure of composition C23H40NO2P3Re at a distorted geometry (wB97M-V/def2-TZVPD).

XYZ file:
```
70
Properties=species:S:1:pos:R:3
P -1.761 1.609 0.933
C -2.788 1.190 2.396
H -3.329 2.083 2.738
H -2.154 0.835 3.218
H -3.516 0.410 2.132
C -1.377 3.355 1.397
H -1.148 3.977 0.526
H -0.520 3.351 2.087
H -2.250 3.791 1.908
C -3.124 1.792 -0.296
H -3.824 2.556 0.058
H -3.645 0.834 -0.384
H -2.733 2.081 -1.277
P -0.349 -1.324 -2.158
C -1.078 -3.019 -1.937
H -1.008 -3.543 -2.898
H -2.130 -2.948 -1.639
H -0.526 -3.589 -1.184
C -1.545 -0.805 -3.445
H -1.197 0.048 -4.028
H -2.502 -0.551 -2.970
H -1.701 -1.645 -4.132
C 1.148 -1.826 -3.099
H 0.816 -2.347 -4.005
H 1.755 -2.514 -2.498
H 1.764 -0.967 -3.386
P 2.321 0.273 0.889
C 3.012 -0.921 2.096
H 4.054 -0.640 2.297
H 3.000 -1.933 1.675
H 2.442 -0.909 3.032
C 3.760 0.241 -0.261
H 4.688 0.176 0.321
H 3.816 1.126 -0.895
H 3.681 -0.649 -0.898
C 2.400 1.836 1.834
H 3.433 2.005 2.165
H 1.752 1.733 2.716
H 2.062 2.690 1.235
Re 0.008 -0.238 -0.173
C -1.664 -1.089 0.213
O -2.707 -1.647 0.313
C 0.832 -1.943 0.117
O 1.322 -3.025 0.174
C 1.894 1.677 -2.418
C 1.893 2.616 -1.379
C 0.704 3.236 -0.999
C -0.461 3.017 -1.739
C -0.465 2.089 -2.779
C 0.730 1.460 -3.154
H 2.812 1.151 -2.690
H 2.823 2.912 -0.890
H 0.712 3.937 -0.161
H -1.359 3.608 -1.546
H -1.394 1.903 -3.323
H 0.774 0.839 -4.051
C -0.780 -2.838 6.719
C -0.699 -2.615 5.231
C -1.781 -2.081 4.528
C -1.629 -1.789 3.178
N -0.496 -2.005 2.491
C 0.469 -2.685 3.122
C 0.435 -2.972 4.493
H -0.853 -1.884 7.256
H -1.661 -3.426 7.003
H 0.118 -3.350 7.073
H -2.738 -1.858 5.006
H -2.458 -1.325 2.644
H 1.317 -3.018 2.531
H 1.299 -3.457 4.955
```

The charge is +4. The value obtained for the HOMO-LUMO gap (spin up / spin down) is 7.04 / 4.04 eV. The spin multiplicity is 4. Its expectation value of S² is 3.810. The calculated total energy is -2206.30428 Ha. The calculation puts the lowest unoccupied orbital energy (spin up / spin down) at -13.94 / -16.89 eV. As for the HOMO energy (spin up / spin down): -20.979 / -20.923 eV.


(2)
Entry from OMol25: a structure of composition C23H41AuCl3N3O3Si at a distorted geometry (wB97M-V/def2-TZVPD).

XYZ file:
```
75
Properties=species:S:1:pos:R:3
C -1.814 4.172 -0.556
C -2.046 3.066 0.401
H -2.424 5.007 -0.272
H -2.037 3.914 -1.588
H -0.795 4.543 -0.508
C -3.105 3.123 1.307
C -4.144 4.181 1.382
H -3.220 2.308 2.031
H -4.665 4.292 0.400
H -3.721 5.155 1.734
H -4.861 3.805 2.146
Au 1.493 -2.914 -1.536
Cl 2.132 1.217 1.523
Cl 2.110 -3.169 -3.760
H 4.987 -4.430 -1.084
H 6.714 -1.773 -2.051
C 4.446 -3.698 -1.702
C 5.650 -1.594 -2.274
N 4.818 -2.346 -1.346
H 3.355 -3.880 -1.464
C 4.698 -1.954 -0.040
O 4.041 -2.583 0.781
H 5.469 -0.520 -2.135
H 5.263 -1.020 0.168
H 4.619 -3.850 -2.778
H 5.437 -1.885 -3.314
H -3.547 0.190 -1.888
H -4.037 0.734 0.484
C -3.743 -0.876 -1.731
C -4.374 -0.305 0.577
N -3.574 -1.140 -0.313
H -3.013 -1.477 -2.277
C -3.187 -2.402 0.094
O -2.839 -3.309 -0.648
H -4.223 -0.623 1.616
H -3.217 -2.505 1.203
H -4.768 -1.093 -2.067
H -5.449 -0.338 0.336
O -0.442 1.678 -0.754
C -1.171 1.957 0.343
C -1.275 -0.260 1.569
C -1.125 1.140 1.568
H -1.255 -0.770 0.598
C -1.583 -0.954 2.741
H 1.286 0.919 0.582
C -1.072 1.761 2.869
H -1.802 -2.024 2.694
C -1.552 -0.329 3.994
C -1.346 1.054 4.048
H -0.967 2.852 2.936
H -1.652 -0.911 4.925
H -1.387 1.569 5.021
Si 0.480 1.774 -2.112
Cl -0.394 -1.773 -1.499
C 0.303 0.643 -3.617
C 2.267 1.172 -1.891
C 0.060 3.232 -3.071
H 0.925 -0.252 -3.695
H 0.677 1.249 -4.467
H -0.709 0.336 -3.877
H -0.871 3.126 -3.624
H 0.826 3.308 -3.841
H 0.059 4.191 -2.582
H 2.718 1.056 -0.898
H 2.908 1.906 -2.413
H 2.452 0.203 -2.400
C 2.290 -3.268 3.586
C 1.715 -2.023 2.921
C 1.381 -2.318 1.541
N 1.270 -2.754 0.473
H 1.573 -4.087 3.490
H 2.602 -3.087 4.615
H 3.155 -3.525 2.984
H 0.827 -1.646 3.428
H 2.401 -1.168 2.964
```

The charge is 0. The value obtained for the energy above the lowest of the compared OMol25 structures with the same formula, charge and spin is 9.6 kJ/mol. The value obtained for the HOMO-LUMO gap (spin up / spin down) is 6.99 / 7.30 eV. The spin multiplicity is 3. Its expectation value of S² is 2.042. The calculated total energy is -3096.67316 Ha. The calculation puts the lowest unoccupied orbital energy (spin up / spin down) at 0.45 / -1.52 eV. As for the HOMO energy (spin up / spin down): -6.533 / -8.817 eV.


(3)
Entry from OMol25: a structure of composition C23H41AuN2P3S at a distorted geometry (wB97M-V/def2-TZVPD).

XYZ file:
```
71
Properties=species:S:1:pos:R:3
Au -0.142 1.472 0.539
P 1.936 2.107 1.368
P -1.597 1.114 2.373
P -1.274 2.565 -1.164
H 0.490 -4.529 -6.855
C 0.676 -3.524 -7.255
C 1.911 -2.998 -7.254
H 2.754 -3.553 -6.823
C 3.018 0.800 1.982
C 1.786 3.262 2.770
C 2.887 3.012 0.121
C -2.934 -0.054 2.035
C -0.828 0.492 3.891
C -2.421 2.659 2.864
C -0.579 2.209 -2.790
C -1.201 4.355 -0.927
C -3.033 2.142 -1.239
H -0.171 -3.025 -7.741
H 2.143 -2.037 -7.731
H 3.178 0.065 1.184
H 2.565 0.297 2.846
H 3.985 1.228 2.287
H 1.415 2.741 3.662
H 1.100 4.082 2.522
H 2.777 3.685 2.989
H 3.201 2.310 -0.663
H 3.773 3.463 0.587
H 2.269 3.801 -0.326
H -3.724 0.079 2.789
H -2.536 -1.077 2.091
H -3.348 0.121 1.033
H -1.254 1.005 4.764
H 0.257 0.644 3.882
H -1.020 -0.580 3.984
H -3.023 2.467 3.762
H -3.079 3.012 2.061
H -1.681 3.436 3.090
H -1.097 2.810 -3.547
H -0.692 1.142 -3.014
H 0.486 2.463 -2.789
H -1.868 4.849 -1.649
H -0.172 4.707 -1.085
H -1.520 4.613 0.093
H -3.516 2.809 -1.968
H -3.512 2.268 -0.259
H -3.142 1.099 -1.567
C 0.594 -1.846 -1.980
C -0.800 -1.806 -2.157
C -1.337 -2.067 -3.414
C -0.482 -2.345 -4.488
C 0.900 -2.273 -4.313
C 1.459 -1.995 -3.075
S 1.274 -1.997 -0.394
H 1.070 -3.314 -0.258
H -1.415 -1.633 -1.281
H -2.411 -2.066 -3.571
H -0.892 -2.626 -5.459
H 1.566 -2.447 -5.157
H 2.533 -1.964 -2.907
N 2.937 -1.396 5.511
C 2.139 -1.980 4.880
C 1.150 -2.637 4.065
C 0.012 -3.245 4.622
C -1.000 -3.682 3.771
C -0.809 -3.519 2.391
N 0.310 -3.026 1.888
C 1.288 -2.597 2.669
H -0.053 -3.340 5.711
H -1.910 -4.146 4.136
H -1.576 -3.821 1.672
H 2.212 -2.240 2.210
```

The charge is +3. The value obtained for the energy above the lowest of the compared OMol25 structures with the same formula, charge and spin is 65.0 kJ/mol. The value obtained for the HOMO-LUMO gap (spin up / spin down) is 6.71 / 3.46 eV. The spin multiplicity is 3. Its expectation value of S² is 2.009. The calculated total energy is -2567.39270 Ha. The calculation puts the lowest unoccupied orbital energy (spin up / spin down) at -9.00 / -12.22 eV. As for the HOMO energy (spin up / spin down): -15.709 / -15.675 eV.